1.
C44H71AsN2P3RuSi as an isolated structure. Source: OMol25; level of theory: ωB97M-V/def2-TZVPD.

Structure (ORCA input):
```
! wB97M-V def2-TZVPD RIJCOSX def2/J DEFGRID3
* xyz 3 5
Ru -0.52769 0.01354 -0.26961
C -0.52995 1.23427 4.52385
C 0.54110 0.51103 3.70450
C 1.62217 -0.04636 4.63988
P -0.06602 -0.77872 2.48158
C -1.46095 -1.70005 3.28831
C -2.73780 -0.85634 3.25742
C -1.25045 -2.20711 4.72363
C 1.38636 -1.85129 2.27631
C 1.66817 -2.98765 3.02289
C 2.91916 -3.58704 2.93921
C 3.90381 -3.04023 2.13423
C 3.61042 -1.93463 1.34659
C 2.34486 -1.35323 1.38333
Si 1.91547 0.08956 0.29475
C 2.45080 1.66259 1.11180
C 3.67624 1.75476 1.77357
C 4.08876 2.95821 2.32153
C 3.27086 4.07708 2.22958
C 2.03370 3.98986 1.61124
C 1.61772 2.77668 1.05818
P -0.00007 2.53855 0.28894
C -0.06496 3.71509 -1.12916
C 1.13982 3.45049 -2.03123
C -0.08938 5.20068 -0.75059
C -1.32724 2.93166 1.52789
C -2.64211 3.30892 0.85383
C -0.96215 3.96487 2.59471
C 2.61813 0.02544 -1.44485
C 3.99937 0.25793 -1.43516
C 4.76333 0.16052 -2.58794
C 4.14939 -0.15110 -3.78817
C 2.77812 -0.34687 -3.82540
C 1.99817 -0.25987 -2.67073
P 0.19758 -0.48825 -2.82832
C 0.01883 -2.01019 -3.91595
C 0.07150 -1.79920 -5.43758
C -1.17122 -2.90841 -3.59243
C -0.51156 0.98858 -3.70719
C 0.34968 1.67662 -4.76961
C -1.88883 0.64637 -4.28621
H -0.06209 2.09635 4.99871
H -0.91681 0.61180 5.32606
H -1.37393 1.59816 3.94340
H 1.02249 1.25465 3.06597
H 1.27421 -0.90284 5.21522
H 1.89175 0.73618 5.34942
H 2.52446 -0.33851 4.10619
H -1.60054 -2.57119 2.64329
H -2.77686 -0.17754 4.10383
H -3.60617 -1.51068 3.33853
H -2.83333 -0.26291 2.34590
H -1.02074 -1.40084 5.41237
H -0.48484 -2.96656 4.82587
H -2.18798 -2.65336 5.05807
H 0.93425 -3.41925 3.68056
H 3.12666 -4.47272 3.52240
H 4.88515 -3.48985 2.09274
H 4.36800 -1.56125 0.66944
H 4.31311 0.88505 1.87446
H 5.04183 3.02674 2.82539
H 3.58757 5.01679 2.65881
H 1.40188 4.86244 1.59032
H -0.99478 3.47408 -1.65918
H 2.05707 3.77689 -1.54057
H 1.03613 4.02141 -2.95261
H 1.26145 2.39779 -2.28888
H 0.86534 5.51479 -0.33479
H -0.87977 5.47352 -0.05924
H -0.23999 5.77984 -1.66190
H -1.47335 1.96296 2.02924
H -2.60781 4.29920 0.40940
H -3.43730 3.32020 1.59954
H -2.92062 2.61151 0.06971
H -0.81414 4.95543 2.16876
H -0.07536 3.69117 3.15982
H -1.79419 4.03856 3.29609
H 4.50174 0.52441 -0.51482
H 5.82904 0.33096 -2.54661
H 4.72994 -0.22725 -4.69602
H 2.32032 -0.56350 -4.77771
H 0.93625 -2.54256 -3.65231
H -0.91192 -1.58313 -5.84547
H 0.39771 -2.73762 -5.88755
H 0.76026 -1.03009 -5.77009
H -2.09172 -2.48494 -3.99607
H -1.29405 -3.09814 -2.52914
H -1.02742 -3.86831 -4.08789
H -0.65740 1.70201 -2.88207
H 0.38600 1.09697 -5.68853
H 1.36830 1.87027 -4.44293
H -0.10920 2.63397 -5.02028
H -1.78826 0.14989 -5.24562
H -2.45146 1.56190 -4.46468
H -2.48669 0.00124 -3.63819
C -4.72013 0.09969 0.72653
As -3.27970 0.06110 -0.57628
C -3.97064 1.43971 -1.78038
C -3.77761 -1.58625 -1.49257
H -5.64752 0.10965 0.15128
H -4.66513 0.99585 1.34230
H -4.69727 -0.78339 1.35861
H -4.55354 0.95328 -2.56010
H -3.18287 2.03517 -2.23141
H -4.62488 2.08648 -1.19560
H -4.66786 -1.38808 -2.09031
H -4.02921 -2.34023 -0.74556
H -2.98111 -1.96227 -2.12461
C -2.30831 -5.12277 1.01346
C -1.21306 -4.31649 0.41135
C 0.02192 -4.66418 -0.08860
C 0.61527 -3.48169 -0.54735
N -0.20528 -2.43862 -0.33888
N -1.30193 -2.98044 0.25844
C 1.94290 -3.41965 -1.22073
H -2.06637 -6.18049 0.95168
H -3.25299 -4.96422 0.49203
H -2.45180 -4.87307 2.06590
H 0.44309 -5.65107 -0.13671
H -2.11094 -2.40597 0.44836
H 2.37262 -4.41904 -1.24217
H 2.64262 -2.76695 -0.71348
H 1.86445 -3.07699 -2.24910
*
```

Output
Energy, a.u.: -5472.0291
LUMO level (spin up / spin down), eV: -8.424 / -10.204
HOMO energy (spin up / spin down), eV: -15.53 / -16.44
⟨S²⟩: 6.02



2.
C28H79AsF6N5O13 as an isolated structure at a distorted geometry. Source: OMol25; level of theory: ωB97M-V/def2-TZVPD.

Structure (ORCA input):
```
! wB97M-V def2-TZVPD RIJCOSX def2/J DEFGRID3
* xyz -1 1
As -0.55303 0.43077 0.64665
F -0.92710 -0.37366 -0.89954
F -1.83251 1.55899 0.33676
F -0.16850 1.34950 2.16713
F 0.75029 -0.74810 0.84567
F 0.54217 1.46734 -0.26542
F -1.69676 -0.52962 1.56625
C 1.94770 -1.22826 -2.59493
C 0.70940 -1.65145 -3.44872
C 1.14989 -2.13648 -4.83966
O 0.25494 -3.06159 -5.42012
C 0.73608 -3.56928 -6.63468
N -0.02173 -2.75406 -2.80228
H 2.48461 -0.38448 -3.03870
H 2.67122 -2.02386 -2.39795
H 1.63525 -0.92467 -1.59425
H 0.04294 -0.79294 -3.52142
H 2.13894 -2.61626 -4.78575
H 1.39458 -1.28588 -5.49153
H 1.76269 -3.96509 -6.69193
H 0.69981 -2.87430 -7.47709
H 0.18612 -4.50659 -6.74433
H 0.00509 -2.36204 -1.85922
H 0.72588 -3.42462 -2.58717
C -3.64161 0.82722 -2.70680
C -3.27910 -0.30613 -3.63387
C -2.43462 0.23561 -4.80377
O -1.94338 -0.90951 -5.51777
C -1.48218 -0.45372 -6.75617
N -2.56395 -1.34965 -2.83921
H -2.74142 1.21233 -2.22262
H -4.31116 0.41046 -1.95300
H -4.11862 1.63116 -3.27880
H -4.23638 -0.69824 -3.98805
H -1.57755 0.84642 -4.51178
H -3.11433 0.83686 -5.41442
H -0.49460 0.02327 -6.70499
H -2.16002 0.28476 -7.20189
H -1.39433 -1.22244 -7.52609
H -1.85478 -0.82465 -2.30687
H -3.27202 -1.59290 -2.15362
C 2.09647 5.30805 3.69282
C 1.42505 4.21001 2.91644
C 0.56827 4.60164 1.70534
O -0.56422 5.16120 2.41548
C -1.74919 4.35780 2.40339
N 2.50212 3.29483 2.38442
H 2.43411 4.94376 4.66071
H 1.28780 6.01481 3.91298
H 2.82991 5.88338 3.12785
H 0.94861 3.45889 3.54377
H 0.29630 3.68358 1.19295
H 1.01058 5.37592 1.07635
H -1.81115 3.54604 3.13354
H -1.98682 4.02772 1.39304
H -2.52147 5.02819 2.78890
H 2.10223 2.43710 2.01912
H 2.98692 3.71280 1.59606
C -0.55724 1.39484 5.83830
C 0.89442 1.23327 6.28915
C 1.37918 -0.21898 6.42467
O 2.68297 -0.36559 6.91435
C 2.97251 -1.73493 7.08509
N 1.81392 2.02792 5.45033
H -0.75952 0.85611 4.91124
H -0.80585 2.44244 5.67350
H -1.16768 1.07954 6.68636
H 0.91138 1.68679 7.28534
H 1.29176 -0.58269 5.39079
H 0.57580 -0.73930 6.96142
H 2.29433 -2.20262 7.80347
H 3.98872 -1.83860 7.46618
H 2.95113 -2.27722 6.13506
H 1.84341 1.63808 4.51561
H 2.74615 2.08717 5.83279
C 3.82440 -0.68478 0.35202
C 5.32402 -0.79923 0.55815
C 6.03929 -1.14542 -0.77389
O 5.73492 -2.45380 -1.17790
C 6.60581 -3.07795 -2.09027
N 5.83673 0.40657 1.22673
H 3.28903 -0.70349 1.30160
H 3.48775 -1.60054 -0.14939
H 3.46497 0.09028 -0.32545
H 5.55927 -1.59428 1.26899
H 7.11776 -1.05125 -0.59370
H 5.83768 -0.37787 -1.52974
H 6.80300 -2.43649 -2.95445
H 6.17871 -4.02860 -2.39703
H 7.58049 -3.24711 -1.61876
H 5.78458 1.15195 0.53818
H 5.36726 0.77893 2.03920
C -4.62065 0.97392 2.10772
C -5.93668 0.99909 2.87144
O -6.40326 2.30819 3.11611
O -4.95808 1.05367 0.73020
H -4.03539 0.06536 2.28174
H -3.95742 1.80288 2.37493
H -5.83041 0.39358 3.77339
H -6.71850 0.48506 2.30163
H -6.44071 2.75006 2.26165
H -4.13319 1.13159 0.23291
C 1.73685 -4.39308 1.22841
C 0.25009 -4.30091 0.75323
O 0.05139 -3.06967 0.13512
O 2.67392 -4.34805 0.15636
H 1.86397 -5.38988 1.67130
H 2.01816 -3.66621 1.99525
H -0.36124 -4.39062 1.66559
H -0.14623 -5.13951 0.17837
H 0.61354 -2.41287 0.56402
H 3.56160 -4.39153 0.51921
C -4.58663 -2.67397 0.35070
C -5.75470 -3.19725 -0.46897
O -5.34350 -4.22771 -1.35448
O -3.55311 -1.96283 -0.30052
H -4.15305 -3.53316 0.87092
H -5.10739 -2.02387 1.06539
H -6.25276 -2.35562 -0.96813
H -6.55671 -3.43059 0.24039
H -6.09632 -4.69944 -1.71931
H -2.84347 -1.94944 0.35136
C -0.57988 3.59442 -2.59408
C -1.48507 3.90867 -3.78424
O -1.05557 3.25381 -4.96094
O 0.53570 4.46337 -2.56915
H -0.30842 2.54612 -2.44380
H -1.05602 3.80954 -1.62771
H -1.53022 4.98570 -3.96289
H -2.49277 3.62514 -3.46589
H -0.16343 2.91338 -4.86142
H 0.39112 5.18962 -1.96497
*
```

Output
Energy, a.u.: -5201.0527
LUMO level, eV: 2.201
HOMO energy, eV: -5.26